[1]
79
Properties=species:S:1:pos:R:3:mulliken_charge:R:1 method="wB97M-V/def2-TZVPD" largest_force_ha_per_bohr=0.0089 homo_lumo_gap_ev=7.6 total_charge=-2
Sr -0.5910 0.9330 -1.8626 1.71
O -1.5746 1.1609 1.5890 -0.82
S -1.4444 2.5720 1.0459 1.09
O -1.1768 3.4792 2.1453 -0.66
O -2.7531 2.8950 0.4046 -0.47
O -0.3728 2.5471 0.0343 -0.76
C 1.4344 -3.6293 -2.5399 -1.16
C 0.5994 -4.3335 -3.3891 -0.48
C -0.4522 -3.6749 -4.0014 -0.84
C -0.6445 -2.3199 -3.7405 0.46
N 0.1239 -1.6630 -2.8704 0.94
C 1.1451 -2.2959 -2.3021 -0.64
C -1.6919 -1.5127 -4.4368 0.66
C -2.4440 -2.0478 -5.4763 -0.97
C -3.3612 -1.2408 -6.1307 -0.35
C -3.4876 0.0781 -5.7437 -1.07
C -2.6936 0.5374 -4.7016 -0.49
N -1.8300 -0.2393 -4.0523 0.54
H 2.2759 -4.0983 -2.0493 0.43
H 0.7643 -5.3874 -3.5775 0.39
H -1.1129 -4.2107 -4.6678 0.32
H 1.7492 -1.7064 -1.6243 0.54
H -2.3092 -3.0741 -5.7872 0.28
H -3.9579 -1.6416 -6.9411 0.39
H -4.1862 0.7508 -6.2207 0.43
H -2.7418 1.5617 -4.3639 0.79
S -0.0641 -1.3443 0.4091 -0.49
Sb -0.0928 -0.2934 2.4318 1.62
C 1.2523 1.3085 2.6885 0.57
C 2.1414 1.5954 1.6621 -0.53
C 3.0402 2.6441 1.7938 -0.41
C 3.0499 3.4051 2.9536 -0.51
C 2.1571 3.1232 3.9791 -0.68
C 1.2549 2.0783 3.8459 -0.31
C 1.1417 -1.7229 3.5481 -0.16
C 1.5589 -2.9279 2.9924 -0.38
C 2.3571 -3.8104 3.7137 -0.50
C 2.7560 -3.4943 5.0041 -0.39
C 2.3520 -2.2918 5.5711 -0.73
C 1.5506 -1.4199 4.8467 -0.15
C -1.5521 -0.2811 3.9863 0.44
C -1.7960 -1.4560 4.6891 -0.57
C -2.6957 -1.4703 5.7478 -0.66
C -3.3297 -0.2974 6.1297 -0.36
C -3.0721 0.8823 5.4437 -0.77
C -2.1967 0.8947 4.3651 -0.18
H 2.1205 1.0188 0.7450 0.22
H 3.7103 2.8756 0.9755 0.44
H 3.7414 4.2337 3.0509 0.35
H 2.1456 3.7329 4.8748 0.35
H 0.5361 1.8900 4.6365 0.28
H 1.2545 -3.1661 1.9789 0.33
H 2.6705 -4.7461 3.2641 0.38
H 3.3811 -4.1788 5.5662 0.35
H 2.6625 -2.0341 6.5774 0.38
H 1.2388 -0.4873 5.3065 0.29
H -1.2811 -2.3694 4.4151 0.41
H -2.8938 -2.3962 6.2753 0.37
H -4.0258 -0.3017 6.9608 0.35
H -3.5640 1.8014 5.7378 0.40
H -2.0183 1.8117 3.8172 0.39
F -4.5511 1.7389 -2.8727 -0.49
Te -3.5000 2.9508 -1.7892 2.03
F -4.4160 4.0873 -3.0269 -0.43
F -3.1062 4.6907 -1.1511 -0.42
F -3.0159 1.0874 -1.1977 -0.65
F -5.0201 2.9716 -0.7200 -0.35
O -1.9553 2.7903 -2.7051 -1.14
F 0.9918 0.1988 -5.3363 -0.33
C 2.0350 0.7168 -4.6157 0.04
C 1.8514 1.1018 -3.3105 -0.15
C 2.9899 1.5880 -2.7139 0.44
F 2.9555 1.9939 -1.4044 -0.15
C 4.2233 1.7073 -3.3341 -0.34
F 5.3112 2.1933 -2.6962 -0.35
C 4.3404 1.3088 -4.6525 1.03
F 5.5241 1.4082 -5.2939 -0.36
C 3.2321 0.8048 -5.3068 -0.42
F 3.3523 0.4153 -6.5968 -0.35

***

[2]
65
Properties=species:S:1:pos:R:3:mulliken_charge:R:1 method="wB97M-V/def2-TZVPD" largest_force_ha_per_bohr=0.0093 homo_lumo_gap_ev="5.7 / 5.7" total_charge=+1
Ir -0.0779 0.7345 -0.1709 1.45
O 0.2713 -3.0955 1.0692 -0.62
C -0.0368 -1.9673 0.7979 0.26
N 0.3828 -1.2008 -0.2713 -0.07
C 1.3691 -1.5652 -1.1645 0.13
O 1.8169 -2.6607 -1.3697 -0.61
C 1.8808 -0.3569 -1.9342 0.67
C 2.8469 -0.5108 -2.9062 -0.67
C 3.2802 0.6063 -3.6023 -0.37
C 2.7331 1.8441 -3.3003 -0.89
C 1.7730 1.9296 -2.3104 0.10
N 1.3579 0.8503 -1.6426 0.05
C -1.0309 -1.2039 1.6624 0.27
C -1.6365 -1.8188 2.7373 -0.57
C -2.6003 -1.1228 3.4497 -0.59
C -2.9490 0.1573 3.0457 -0.83
C -2.2942 0.7208 1.9682 -0.18
N -1.3403 0.0590 1.3072 0.33
H 3.2293 -1.5051 -3.0902 0.57
H 4.0352 0.5141 -4.3711 0.45
H 3.0446 2.7397 -3.8179 0.47
H 1.3318 2.8738 -2.0217 0.42
H -1.3374 -2.8286 2.9814 0.60
H -3.0820 -1.5762 4.3052 0.46
H -3.7097 0.7237 3.5632 0.51
H -2.5133 1.7230 1.6241 0.52
O 1.0501 1.5220 3.3710 -0.61
C 0.9142 1.6728 2.1861 -0.02
O 1.3589 0.8999 1.2228 -0.69
C 0.1618 2.8828 1.6445 0.93
C -0.0053 4.0336 2.4260 -0.85
C -0.6715 5.0935 1.8858 -0.81
C -1.1514 5.0206 0.5584 1.00
C -1.8162 6.1040 -0.0652 -0.80
C -2.2291 6.0119 -1.3615 -0.70
C -1.9873 4.8314 -2.0968 -0.95
C -1.3644 3.7609 -1.5197 -0.35
C -0.9419 3.8303 -0.1740 0.11
N -0.3014 2.7669 0.4089 0.21
H 0.3916 4.0314 3.4308 0.59
H -0.8308 6.0007 2.4557 0.46
H -1.9784 7.0099 0.5050 0.43
H -2.7283 6.8456 -1.8356 0.42
H -2.2883 4.7811 -3.1352 0.47
H -1.1588 2.8667 -2.0889 0.41
F -5.4564 0.0093 -5.1485 -0.29
C -5.7737 -0.0399 -3.8656 -0.21
C -7.0607 -0.1862 -3.5141 0.36
F -7.9718 -0.2765 -4.4605 -0.28
C -7.4968 -0.2406 -2.1270 0.04
C -6.4163 -0.1648 -1.1556 -0.06
C -5.1343 -0.0159 -1.5145 0.21
F -4.2035 0.0466 -0.5626 0.07
C -4.7065 0.0759 -2.8933 0.66
C -3.4027 0.2543 -3.2549 0.35
C -2.3427 0.3954 -2.3079 1.27
N -1.4939 0.5427 -1.5541 -1.11
C -2.9272 0.3531 -4.6055 -0.48
N -2.4521 0.4963 -5.6412 -0.46
F -6.7085 -0.2469 0.1282 -0.29
C -8.8030 -0.3380 -1.7678 1.33
C -9.2491 -0.3626 -0.4036 -0.17
N -9.6533 -0.3451 0.6707 -0.45
C -9.8850 -0.4091 -2.7074 -0.19
N -10.8020 -0.4471 -3.3971 -0.42

***

[3]
22
Properties=species:S:1:pos:R:3:mulliken_charge:R:1 method="wB97M-V/def2-TZVPD" largest_force_ha_per_bohr=0.1232 homo_lumo_gap_ev=9.0 total_charge=+1 smiles="CO/N=C(/CF)[n+]1ccccc1"
C 1.2355 -1.0056 -2.6574 -0.09
C -0.0303 -1.4451 -2.3042 -0.64
C 1.9881 -0.3757 -1.7218 -0.53
C -0.5678 -1.0562 -1.1081 0.26
C 1.4857 -0.2020 -0.4825 0.15
C -0.4987 -0.2796 1.0518 0.00
C -0.7226 3.2108 1.5205 -0.53
C -0.9601 -1.4805 1.7875 -0.26
N -0.7307 0.9554 1.5463 -0.29
N 0.1835 -0.4760 -0.1912 0.26
O -0.3309 2.0310 0.8129 -0.15
F -0.7250 -2.5346 0.8739 -0.28
H 1.5832 -1.2844 -3.6181 0.45
H -0.6800 -2.1739 -2.8473 0.34
H 3.1286 -0.0546 -1.8921 0.28
H -1.6162 -1.3233 -0.7504 0.34
H 2.1551 0.3427 0.2965 0.31
H 0.1044 3.5471 2.0958 0.27
H -1.5506 2.9345 2.1466 0.32
H -0.9790 3.8543 0.7114 0.23
H -0.4232 -1.6223 2.7958 0.28
H -2.0490 -1.5621 1.9340 0.28

***

The following electronic energy values (in eV) correspond, in order, to the records above: -112366.3750 -69298.6930 -16193.0962.